# 1
Density functional theory data (ωB97M-V with the def2-TZVPD basis set) for a structure of composition C58H34Cl6N5O2Sn.

The geometry in XYZ format:
```
106
Properties=species:S:1:pos:R:3:forces:R:3
Sn -0.119 0.752 -0.656 0.01 0.13 0.17
Cl -6.397 -3.851 4.279 -0.07 -0.08 0.05
Cl -1.375 -5.750 1.251 -0.20 -0.04 -0.16
Cl 3.864 -5.286 -0.242 0.11 0.03 -0.01
Cl 6.571 -0.987 6.122 0.06 -0.02 0.05
Cl -6.691 7.752 -2.676 -0.06 0.06 -0.02
Cl 5.131 3.471 -7.294 0.05 0.00 -0.08
O -0.101 -1.325 -2.589 -0.18 -0.10 -0.15
O 0.442 -1.977 -0.512 0.11 -0.24 -0.28
N 1.065 -5.904 -0.794 -0.08 0.08 -0.09
N -0.165 3.106 -1.355 0.28 -0.03 0.19
N 1.976 1.678 -0.052 -0.26 -0.07 0.03
N -0.035 0.503 1.694 0.15 0.15 -0.21
N -2.137 1.748 0.279 0.10 0.15 0.00
C 2.433 3.962 -4.394 0.06 -0.04 0.22
C 2.730 2.317 -0.972 -0.25 0.17 -0.15
C 2.945 3.233 -3.303 0.16 0.04 -0.24
C 5.370 -0.512 4.956 -0.06 0.07 -0.08
C -1.049 -6.605 -1.787 0.02 -0.02 0.02
C -1.087 -0.099 2.324 -0.29 -0.05 -0.09
C 1.266 -5.526 0.525 -0.07 -0.03 -0.03
C -4.884 5.800 -3.162 -0.02 0.04 -0.01
C -5.097 6.520 -0.871 -0.03 0.03 0.01
C 3.530 0.881 4.335 0.05 0.00 -0.05
C 0.710 -0.525 3.594 -0.01 -0.02 0.04
C -5.470 6.607 -2.202 0.09 -0.09 0.03
C 3.097 4.046 -5.603 0.07 -0.02 -0.01
C -5.247 -2.732 3.607 0.10 0.06 -0.02
C 0.609 5.066 -2.219 -0.08 0.11 -0.06
C 3.442 0.241 3.101 0.07 -0.06 0.00
C -0.067 -4.506 -2.483 -0.03 -0.09 0.24
C -4.308 1.226 0.780 -0.02 -0.12 0.06
C -3.533 4.768 -1.443 -0.04 0.06 0.03
C 2.391 0.620 2.117 0.06 0.00 -0.20
C 4.143 1.698 0.670 0.12 0.07 -0.16
C -3.939 -1.971 1.761 0.01 -0.02 0.06
C 0.971 -3.426 -2.419 -0.05 0.39 0.37
C -2.130 -5.301 -3.477 -0.01 0.02 -0.01
C -2.426 -0.023 1.919 0.30 -0.11 0.12
C -1.124 -4.358 -3.383 -0.07 -0.01 0.00
C -3.826 -0.827 3.865 -0.03 0.01 -0.10
C -4.331 2.331 -0.009 0.05 0.08 -0.10
C 2.796 1.274 0.958 -0.11 0.02 0.26
C -4.737 -1.722 4.405 -0.05 0.05 0.05
C -2.919 0.894 0.979 -0.10 0.22 -0.12
C -0.699 5.263 -1.911 0.07 -0.01 -0.06
C 4.803 2.591 -4.752 0.07 0.04 -0.04
C 0.651 -5.242 2.869 -0.03 0.09 0.01
C 2.932 -4.973 2.247 0.05 -0.02 -0.01
C 1.960 -4.986 3.228 -0.04 0.07 0.13
C 0.306 -5.480 1.551 0.20 -0.02 -0.09
C -0.057 -5.639 -1.658 -0.05 0.10 -0.06
C 4.131 2.516 -3.547 -0.06 0.05 0.05
C -2.957 2.647 -0.315 -0.10 -0.13 0.13
C 5.307 -1.163 3.736 0.04 -0.02 0.04
C -3.419 -0.941 2.539 0.11 -0.06 0.10
C 2.584 -5.259 0.944 -0.03 0.08 0.00
C -0.618 -0.771 3.510 0.02 -0.04 0.01
C 2.199 3.064 -2.052 -0.07 -0.09 0.33
C 0.914 3.693 -1.885 -0.15 -0.16 -0.19
C -4.851 -2.870 2.289 0.01 -0.05 -0.03
C -1.189 4.014 -1.390 -0.25 0.14 -0.01
C 4.109 2.324 -0.533 0.20 -0.14 0.18
C 4.294 3.373 -5.774 -0.09 0.03 0.08
C 0.379 -2.126 -1.762 0.18 -0.05 -0.07
C 4.348 -0.776 2.812 -0.02 0.01 -0.01
C -3.910 4.890 -2.778 0.04 0.01 0.03
C -4.135 5.595 -0.499 0.02 -0.01 -0.04
C -2.089 -6.437 -2.680 -0.01 -0.09 -0.02
C -2.511 3.767 -1.036 0.24 -0.06 -0.08
C 4.495 0.518 5.262 0.01 -0.04 0.04
C 1.070 0.253 2.432 -0.18 -0.10 0.00
H 4.926 2.831 -1.020 -0.02 0.01 0.02
H -2.945 -5.155 -4.176 0.02 -0.01 -0.02
H 5.713 2.028 -4.909 0.00 -0.01 0.01
H 4.288 -1.277 1.854 -0.03 -0.03 0.01
H 1.322 5.805 -2.549 0.01 -0.02 -0.09
H -3.434 -0.025 4.478 0.02 0.00 -0.01
H -5.232 -3.685 1.687 -0.04 0.01 0.01
H -3.600 -2.079 0.738 -0.01 -0.02 -0.02
H -5.147 0.700 1.209 -0.01 0.03 0.01
H -1.233 -1.329 4.195 0.02 -0.05 0.01
H 1.399 -0.842 4.358 -0.03 -0.08 0.05
H 3.959 -4.733 2.487 0.02 -0.08 -0.04
H 1.478 4.451 -4.308 -0.08 0.02 -0.01
H 4.519 1.853 -2.789 -0.02 -0.06 -0.11
H -2.849 -7.202 -2.778 -0.02 0.02 0.05
H 5.997 -1.967 3.517 0.01 0.01 -0.01
H -1.279 6.170 -1.984 0.06 0.04 -0.02
H 1.864 -3.733 -1.878 -0.01 -0.02 0.06
H 4.995 1.555 1.316 0.00 0.07 0.01
H -1.151 -3.468 -4.000 0.04 0.03 0.03
H -3.829 5.520 0.537 -0.03 -0.03 0.01
H -5.186 5.884 -4.197 0.00 0.01 0.00
H 2.671 4.616 -6.418 0.02 0.00 -0.01
H -0.140 -5.253 3.606 0.02 0.04 0.02
H -5.555 7.169 -0.138 -0.01 0.00 0.00
H -3.435 4.262 -3.519 -0.02 -0.02 0.00
H 2.837 1.680 4.569 -0.02 0.00 -0.01
H 2.216 -4.783 4.258 0.01 0.03 0.02
H -0.991 -7.489 -1.167 0.02 -0.02 0.01
H -5.190 2.881 -0.358 -0.02 -0.02 0.03
H 1.919 -5.783 -1.316 0.04 -0.07 0.03
H -5.051 -1.632 5.436 -0.03 -0.02 -0.01
H 4.568 1.025 6.214 0.00 -0.01 0.01
H 1.242 -3.119 -3.428 0.08 -0.13 -0.01
```
Forces are in eV/Å.

Calculated values
Net charge: -1
Gap between HOMO and LUMO (spin up / spin down), eV: 5.0 / 5.0
HOMO level (spin up / spin down), eV: -4.23 / -4.32

# 2
Density functional theory data (ωB97M-V with the def2-TZVPD basis set) for a structure of composition C58H35N15O2PbS.

The geometry in XYZ format:
```
112
Properties=species:S:1:pos:R:3:forces:R:3
Pb -0.158 0.047 -0.942 -0.42 0.45 0.27
S -2.090 2.601 0.200 -0.18 0.58 0.29
O -2.618 1.379 -0.367 0.23 -0.29 0.09
O -2.814 3.794 -0.169 0.22 0.03 0.12
N -0.220 4.889 0.432 -0.03 -0.02 -0.04
N -0.500 2.592 -0.039 -0.77 0.12 -0.02
N -1.074 2.330 -3.732 0.18 0.09 0.28
N 0.729 -0.314 1.421 0.07 -0.29 0.35
N 2.229 -2.732 -0.725 0.00 0.21 0.25
N 2.273 -0.400 -1.271 0.25 0.04 -0.33
N 3.200 1.765 -1.767 -0.02 0.17 0.13
N 0.242 -2.165 -1.968 0.27 -0.18 -0.23
N -1.126 -0.029 -3.247 0.14 -0.02 -0.48
N 0.936 1.705 -2.567 0.33 -0.08 -0.20
N -1.349 2.187 6.076 -0.14 -0.03 0.07
N -1.631 -2.365 -3.484 -0.02 0.08 0.15
N -2.333 -5.452 8.128 0.08 0.00 -0.02
N -1.750 -1.698 0.190 -0.15 -0.04 0.48
N 1.617 3.398 0.239 -0.08 -0.36 -0.03
C -3.036 -0.567 -4.397 0.00 0.36 0.02
C 3.959 -1.186 0.077 0.12 0.41 0.04
C -0.021 -3.718 4.250 -0.02 -0.02 -0.16
C -0.646 -2.131 2.382 0.00 0.16 -0.43
C -2.530 -3.349 5.395 0.15 -0.05 0.09
C 1.662 0.486 1.900 -0.12 -0.11 0.07
C -4.136 -1.173 -4.983 0.01 -0.08 -0.05
C 5.441 0.735 0.152 -0.02 0.07 -0.04
C 0.634 5.887 0.533 0.03 -0.01 0.02
C -1.986 -4.909 7.174 -0.12 -0.27 0.41
C 0.369 -1.172 2.439 0.02 -0.09 0.38
C 2.728 5.815 -3.668 0.08 0.01 -0.05
C 5.844 -1.218 1.525 0.08 -0.08 -0.01
C -0.245 -4.248 -2.789 0.25 -0.01 0.24
C -3.192 -3.457 0.210 -0.03 -0.10 0.04
C -1.913 3.610 2.719 -0.11 0.00 0.03
C 1.156 -3.014 -1.469 0.03 -0.08 -0.13
C 6.211 0.054 1.085 0.03 0.10 -0.03
C 1.151 -0.862 3.601 -0.01 0.00 0.01
C -0.354 -4.402 5.404 -0.04 -0.04 0.19
C 4.302 0.115 -0.331 -0.06 -0.38 0.17
C -0.083 -6.555 -3.338 -0.11 0.04 -0.05
C 2.440 4.418 0.344 0.00 0.03 0.01
C -2.136 1.217 2.601 0.01 -0.06 -0.13
C 0.129 2.559 -3.229 -0.21 -0.04 -0.33
C -2.876 0.831 -4.446 -0.08 -0.28 0.07
C -1.887 -1.069 -3.640 -0.07 -0.11 -0.19
C -1.631 1.118 -3.734 -0.05 -0.18 -0.16
C 0.464 5.025 -4.027 0.00 0.00 -0.01
C 2.708 -1.501 -0.617 0.12 -0.31 -0.22
C 2.012 5.734 0.462 0.01 -0.02 -0.03
C -5.058 -0.366 -5.632 -0.03 -0.09 0.02
C -2.136 2.455 1.983 0.10 0.16 -0.38
C 1.423 6.024 -4.117 -0.06 0.07 -0.02
C 0.880 -4.365 -1.953 -0.33 -0.03 -0.21
C -2.749 -2.275 -0.444 0.01 -0.01 0.09
C -0.614 -2.835 -2.773 -0.13 -0.11 -0.16
C -4.899 1.021 -5.673 -0.01 0.14 -0.05
C -2.190 -2.684 4.235 0.06 -0.02 -0.01
C 0.840 3.820 -3.462 0.37 0.06 0.11
C 2.144 3.617 -2.982 -0.32 0.19 -0.08
C 2.139 2.271 -2.387 0.12 -0.21 -0.20
C 3.105 4.607 -3.098 0.03 -0.05 0.03
C 1.040 -6.670 -2.515 0.11 -0.07 0.04
C -1.529 -2.441 1.335 -0.09 -0.30 0.15
C 1.969 0.182 3.254 0.04 0.02 0.15
C -0.935 -2.860 3.644 -0.06 -0.12 0.17
C -0.744 -5.344 -3.475 -0.02 -0.04 -0.05
C -1.888 1.130 3.960 0.01 0.04 0.10
C 3.199 0.571 -1.187 0.03 0.00 -0.14
C -1.641 3.521 4.072 -0.05 -0.11 0.06
C 4.719 -1.855 1.022 0.00 -0.11 -0.03
C -1.601 2.276 4.698 -0.15 0.09 -0.08
C -1.609 -4.220 5.986 0.02 0.34 -0.47
C -2.425 -3.563 1.341 0.08 0.09 -0.04
C 0.286 3.647 0.212 0.02 0.66 0.18
C 1.529 -5.583 -1.807 0.05 -0.03 0.01
C -3.809 1.638 -5.076 -0.02 -0.02 -0.04
H 4.117 4.434 -2.754 -0.01 0.01 0.06
H -3.160 -1.837 -1.341 0.01 0.00 -0.12
H 0.186 6.867 0.691 0.07 0.02 -0.01
H 2.696 6.569 0.502 0.00 0.01 0.05
H -3.962 -4.134 -0.126 -0.02 0.01 -0.04
H 1.095 -1.356 4.558 -0.01 0.04 0.03
H 5.703 1.731 -0.182 -0.01 0.03 0.02
H -3.501 -3.204 5.849 0.01 -0.02 0.00
H 4.420 -2.833 1.376 0.00 -0.04 -0.04
H -1.445 4.415 4.655 0.00 0.05 -0.01
H 2.698 0.677 3.876 0.02 0.04 -0.01
H -2.309 0.334 1.998 0.04 -0.09 0.00
H -1.882 0.168 4.459 0.03 -0.05 -0.03
H 0.944 -3.865 3.785 0.03 0.01 0.00
H -0.947 1.306 6.357 0.09 0.05 0.01
H 0.354 -5.079 5.863 0.00 -0.02 0.00
H -0.551 5.177 -4.370 -0.02 -0.01 -0.02
H -5.647 1.621 -6.180 0.00 0.01 0.03
H -2.435 -4.361 2.067 -0.09 0.00 0.05
H 2.398 -5.673 -1.169 0.03 0.03 0.00
H 1.159 6.988 -4.536 -0.01 0.00 -0.02
H -5.925 -0.811 -6.107 0.00 -0.01 0.02
H 6.456 -1.713 2.271 -0.03 -0.01 0.02
H 1.545 -7.627 -2.446 -0.01 -0.01 0.06
H -1.934 4.557 2.199 0.06 0.07 0.05
H -0.433 -7.423 -3.884 -0.02 -0.01 0.03
H -1.616 -5.241 -4.107 0.00 0.01 -0.04
H 3.496 4.156 0.339 0.03 0.09 -0.03
H 2.075 1.276 1.289 0.03 0.07 -0.06
H -0.837 2.975 6.441 0.10 -0.08 0.01
H 7.097 0.525 1.494 0.01 -0.01 0.00
H -2.902 -2.027 3.755 -0.01 0.03 -0.01
H -4.264 -2.246 -4.922 0.00 -0.03 -0.04
H -3.688 2.713 -5.079 0.02 0.00 -0.03
H 3.454 6.614 -3.774 0.01 -0.02 0.04
```
Forces are in eV/Å.

Calculated values
Net charge: -2
Relative energy (zero: lowest compared OMol25 entry of this formula, charge and spin), kcal per mole: 0.0
Gap between HOMO and LUMO (spin up / spin down), eV: 4.8 / 4.9
HOMO level (spin up / spin down), eV: -1.39 / -1.43